{
  "formula": "C17H15N3O2Re",
  "method": "ωB97M-V with the def2-TZVPD basis set",
  "species": ["Re", "O", "C", "C", "C", "C", "C", "C", "C", "N", "C", "C", "N", "C", "C", "C", "C", "C", "C", "C", "O", "H", "H", "H", "H", "H", "H", "H", "H", "H", "H", "H", "H", "H", "H", "N", "C", "H"],
  "xyz": [[-0.106, -0.022, -0.304], [-1.120, -1.641, -0.701], [-2.293, -1.950, -0.124], [-2.721, -3.292, -0.335], [-3.965, -3.735, 0.088], [-4.783, -2.883, 0.856], [-4.446, -1.572, 0.967], [-3.167, -1.057, 0.543], [-2.948, 0.322, 0.612], [-1.833, 0.873, 0.257], [-1.714, 2.307, 0.228], [-0.285, 2.869, 0.258], [0.630, 1.967, -0.457], [1.864, 2.250, -0.660], [2.962, 1.371, -0.918], [4.251, 1.846, -0.763], [5.286, 0.933, -0.829], [5.084, -0.409, -1.216], [3.744, -0.887, -1.389], [2.744, 0.030, -1.170], [1.467, -0.532, -1.194], [-2.093, -3.837, -0.980], [-4.182, -4.819, -0.070], [-5.768, -3.202, 1.201], [-5.176, -0.923, 1.313], [-3.755, 0.966, 0.944], [-2.201, 2.776, 1.074], [-2.232, 2.856, -0.590], [0.140, 2.840, 1.282], [-0.286, 3.941, -0.076], [2.085, 3.301, -0.495], [4.434, 2.883, -0.796], [6.355, 1.279, -0.645], [5.929, -1.032, -1.522], [3.500, -1.906, -1.458], [1.614, -0.647, 2.376], [1.066, -0.303, 1.411], [1.919, -0.960, 3.281]],
  "charge": 2,
  "orbital_gap_ev": [7.166, 6.085],
  "multiplicity": 4,
  "max_force_ev_per_a": 3.2,
  "e_tot_ev": -28550.325,
  "homo_energy_ev": [-14.89, -15.12]
}

{
  "formula": "C3H7BrS",
  "method": "ωB97M-V with the def2-TZVPD basis set",
  "species": ["C", "C", "C", "S", "Br", "H", "H", "H", "H", "H", "H", "H"],
  "xyz": [[1.038, 0.573, 0.574], [1.180, -1.713, -0.469], [-1.820, 0.862, -0.065], [-0.028, -0.886, 0.317], [-3.536, 0.070, -0.020], [0.527, 1.487, 0.915], [1.452, 0.628, -0.427], [1.779, 0.199, 1.356], [1.939, -1.093, -0.999], [0.715, -2.673, -0.859], [-1.699, 1.504, 0.744], [-1.548, 1.043, -1.067]],
  "charge": 0,
  "orbital_gap_ev": [7.193, 7.993],
  "max_force_ev_per_a": 2.3,
  "e_tot_ev": -84097.963,
  "homo_energy_ev": [-7.32, -7.88]
}

{
  "formula": "C59H52BFeGeN4O3PS",
  "method": "ωB97M-V with the def2-TZVPD basis set",
  "species": ["Fe", "O", "C", "C", "C", "C", "C", "C", "C", "P", "C", "C", "C", "C", "C", "C", "C", "C", "C", "C", "C", "C", "H", "H", "H", "H", "H", "H", "H", "H", "H", "H", "H", "H", "H", "H", "S", "C", "N", "N", "C", "C", "C", "C", "C", "C", "N", "N", "C", "C", "C", "C", "C", "C", "H", "H", "H", "H", "H", "H", "H", "H", "H", "H", "H", "C", "Ge", "C", "C", "C", "C", "C", "C", "C", "C", "C", "C", "C", "C", "C", "C", "C", "C", "H", "H", "H", "H", "H", "H", "H", "H", "H", "H", "H", "H", "H", "H", "H", "C", "C", "C", "C", "C", "C", "C", "C", "O", "B", "O", "C", "C", "H", "H", "H", "H", "H", "H", "H", "H", "H", "H", "H", "H"],
  "xyz": [[0.035, 0.352, 0.437], [-0.750, 0.507, 2.324], [0.443, 0.232, 2.284], [1.609, -0.163, 2.986], [1.795, -0.227, 4.381], [3.023, -0.586, 4.887], [4.090, -0.877, 4.036], [3.925, -0.793, 2.661], [2.695, -0.449, 2.128], [2.238, -0.205, 0.363], [2.458, -1.872, -0.378], [2.841, -3.005, 0.331], [2.989, -4.220, -0.325], [2.706, -4.327, -1.676], [2.302, -3.202, -2.385], [2.202, -1.979, -1.745], [3.794, 0.577, -0.237], [3.893, 1.967, -0.203], [5.075, 2.598, -0.557], [6.181, 1.850, -0.932], [6.093, 0.465, -0.972], [4.907, -0.169, -0.630], [0.968, 0.023, 5.034], [3.179, -0.629, 5.959], [5.050, -1.154, 4.452], [4.764, -0.986, 2.003], [3.031, -2.937, 1.395], [3.330, -5.086, 0.225], [2.798, -5.282, -2.177], [2.068, -3.280, -3.439], [1.918, -1.094, -2.301], [3.032, 2.556, 0.090], [5.132, 3.679, -0.546], [7.109, 2.341, -1.196], [6.950, -0.124, -1.275], [4.845, -1.249, -0.675], [-0.583, -0.098, -1.939], [-2.199, 0.647, -2.202], [-2.456, 1.024, -3.427], [-3.713, 1.371, -3.804], [-4.771, 1.889, -3.074], [-6.079, 1.710, -3.533], [-7.138, 2.310, -2.870], [-6.915, 3.093, -1.747], [-5.613, 3.273, -1.290], [-4.551, 2.677, -1.942], [-3.038, 0.618, -1.174], [-2.637, -0.181, -0.178], [-3.518, -0.286, 0.903], [-3.303, -1.219, 1.923], [-4.149, -1.266, 3.016], [-5.231, -0.403, 3.118], [-5.470, 0.501, 2.092], [-4.634, 0.558, 0.992], [-3.896, 1.110, -4.755], [-6.258, 1.093, -4.407], [-8.149, 2.153, -3.226], [-7.747, 3.549, -1.227], [-5.432, 3.890, -0.418], [-3.535, 2.832, -1.616], [-2.466, -1.897, 1.869], [-3.951, -1.979, 3.807], [-5.882, -0.439, 3.983], [-6.313, 1.178, 2.153], [-4.827, 1.253, 0.188], [-1.908, 3.399, 0.859], [-0.228, 2.662, 0.031], [1.051, 3.911, 0.989], [1.832, 3.443, 2.045], [2.668, 4.282, 2.773], [2.748, 5.628, 2.445], [1.990, 6.117, 1.390], [1.152, 5.268, 0.679], [-0.182, 3.623, -1.744], [-1.071, 4.634, -2.017], [-1.020, 5.387, -3.209], [-0.038, 5.154, -4.127], [0.918, 4.138, -3.900], [1.963, 3.889, -4.822], [2.875, 2.895, -4.602], [2.777, 2.094, -3.448], [1.782, 2.322, -2.539], [0.829, 3.352, -2.717], [-1.862, 4.486, 0.961], [-2.019, 2.967, 1.857], [-2.797, 3.129, 0.289], [1.790, 2.389, 2.301], [3.259, 3.887, 3.592], [3.399, 6.291, 3.004], [2.053, 7.166, 1.119], [0.566, 5.669, -0.142], [-1.831, 4.887, -1.285], [-1.763, 6.158, -3.382], [0.028, 5.745, -5.034], [2.026, 4.509, -5.710], [3.671, 2.717, -5.315], [3.495, 1.299, -3.280], [1.702, 1.702, -1.655], [-0.404, -7.931, 1.440], [-0.113, -6.506, 1.922], [-0.888, -6.277, 3.231], [1.396, -6.413, 2.183], [-0.566, -5.439, 0.923], [-1.385, -5.749, -0.155], [-1.939, -4.771, -0.987], [-1.662, -3.453, -0.706], [-2.155, -2.349, -1.294], [-1.531, -1.189, -0.611], [-0.661, -1.774, 0.420], [-0.788, -3.132, 0.336], [-0.249, -4.090, 1.157], [0.014, -8.640, 2.158], [0.057, -8.122, 0.469], [-1.476, -8.119, 1.372], [-0.718, -7.100, 3.932], [-1.957, -6.218, 3.022], [-0.586, -5.345, 3.712], [1.691, -7.117, 2.965], [1.693, -5.412, 2.495], [1.936, -6.665, 1.269], [-1.624, -6.782, -0.371], [-2.596, -5.032, -1.806], [0.393, -3.785, 1.975]],
  "charge": -1,
  "orbital_gap_ev": [5.769, 6.384],
  "multiplicity": 2,
  "max_force_ev_per_a": 5.0,
  "e_tot_ev": -185836.053,
  "homo_energy_ev": [-3.95, -4.57]
}

{
  "formula": "C45H40BN11O2S2SeSr",
  "method": "ωB97M-V with the def2-TZVPD basis set",
  "species": ["Sr", "C", "C", "C", "C", "N", "N", "B", "N", "N", "C", "C", "C", "C", "C", "C", "C", "C", "C", "C", "N", "N", "C", "C", "C", "C", "C", "C", "C", "C", "C", "C", "C", "C", "C", "C", "C", "C", "H", "H", "H", "H", "H", "H", "H", "H", "H", "H", "H", "H", "H", "H", "H", "H", "H", "H", "H", "H", "H", "H", "H", "H", "H", "H", "H", "H", "O", "C", "C", "C", "C", "C", "C", "C", "O", "N", "N", "C", "S", "C", "C", "S", "H", "H", "H", "H", "H", "H", "H", "H", "H", "Se", "N", "C", "C", "C", "C", "N", "C", "N", "H", "H", "H"],
  "xyz": [[-0.091, 0.340, 0.332], [3.450, 4.257, -1.438], [2.902, 2.872, -1.527], [2.917, 2.026, -2.617], [2.289, 0.852, -2.174], [1.927, 0.981, -0.900], [2.309, 2.220, -0.504], [2.307, 2.650, 1.001], [0.928, 3.175, 1.477], [-0.071, 2.304, 1.708], [-1.143, 3.014, 2.058], [-0.828, 4.381, 2.046], [0.502, 4.440, 1.677], [1.373, 5.645, 1.543], [-2.422, 2.345, 2.329], [-3.628, 2.976, 2.035], [-4.830, 2.306, 2.202], [-4.844, 0.995, 2.662], [-3.647, 0.366, 2.977], [-2.446, 1.042, 2.825], [2.685, 1.422, 1.870], [1.976, 0.267, 1.859], [2.528, -0.532, 2.762], [3.625, 0.104, 3.367], [3.687, 1.348, 2.774], [4.675, 2.439, 3.023], [2.042, -1.902, 2.991], [2.191, -2.505, 4.239], [1.759, -3.805, 4.450], [1.167, -4.522, 3.419], [1.012, -3.931, 2.174], [1.450, -2.634, 1.962], [2.103, -0.414, -2.898], [2.138, -0.463, -4.289], [1.983, -1.668, -4.956], [1.765, -2.840, -4.245], [1.728, -2.802, -2.857], [1.915, -1.602, -2.190], [3.916, 4.517, -2.387], [2.663, 4.981, -1.228], [4.196, 4.339, -0.647], [3.337, 2.229, -3.588], [3.120, 3.512, 1.147], [-1.460, 5.216, 2.298], [0.820, 6.523, 1.870], [2.272, 5.551, 2.151], [1.684, 5.800, 0.510], [-3.622, 3.986, 1.644], [-5.763, 2.802, 1.965], [-5.782, 0.469, 2.782], [-3.647, -0.655, 3.339], [-1.512, 0.566, 3.104], [4.293, -0.289, 4.115], [5.406, 2.099, 3.755], [5.203, 2.709, 2.108], [4.194, 3.339, 3.410], [2.631, -1.942, 5.052], [1.881, -4.260, 5.425], [0.821, -5.534, 3.585], [0.545, -4.483, 1.367], [1.349, -2.180, 0.984], [2.266, 0.453, -4.854], [2.017, -1.691, -6.038], [1.637, -3.780, -4.766], [1.568, -3.712, -2.294], [1.943, -1.577, -1.108], [-2.633, -5.149, -0.466], [-2.513, -4.798, 0.823], [-2.857, -5.749, 1.786], [-2.744, -5.460, 3.131], [-2.282, -4.215, 3.551], [-1.950, -3.268, 2.604], [-2.062, -3.532, 1.237], [-1.708, -2.455, 0.286], [-1.417, -1.290, 0.742], [-1.715, -2.758, -0.994], [-1.401, -1.690, -1.822], [-1.408, -1.972, -3.063], [-1.796, -3.577, -3.681], [-1.386, -3.174, -5.404], [-1.732, -1.720, -5.644], [-1.035, -0.763, -4.269], [-2.346, -4.370, -1.004], [-3.213, -6.712, 1.446], [-3.018, -6.210, 3.862], [-2.175, -3.994, 4.605], [-1.577, -2.298, 2.904], [-1.965, -3.838, -6.045], [-0.321, -3.353, -5.555], [-2.810, -1.562, -5.671], [-1.282, -1.341, -6.561], [-3.009, 0.245, -0.682], [-3.550, 0.887, -2.209], [-2.731, 1.903, -2.525], [-2.728, 2.662, -3.711], [-1.750, 3.608, -3.849], [-0.792, 3.799, -2.825], [-0.769, 3.139, -1.692], [-1.733, 2.207, -1.545], [-1.793, 1.436, -0.447], [-3.466, 2.480, -4.481], [-1.689, 4.213, -4.743], [-0.003, 4.534, -2.955]],
  "charge": 0,
  "orbital_gap_ev": 6.715,
  "max_force_ev_per_a": 4.7,
  "e_tot_ev": -156334.547,
  "homo_energy_ev": -7.67
}

{
  "formula": "C4H14NO3",
  "method": "ωB97M-V with the def2-TZVPD basis set",
  "species": ["C", "C", "C", "N", "C", "O", "H", "H", "H", "H", "H", "H", "H", "H", "H", "H", "H", "H", "O", "H", "H", "O"],
  "xyz": [[1.343, -1.222, -1.486], [0.399, -1.346, -0.245], [1.352, -1.411, 0.996], [-0.443, -0.145, -0.248], [0.163, 1.248, -0.196], [0.529, 1.645, 1.006], [2.158, -0.546, -1.251], [1.789, -2.208, -1.709], [0.789, -0.852, -2.344], [-0.178, -2.261, -0.349], [1.740, -0.411, 1.143], [0.818, -1.706, 1.888], [2.100, -2.134, 0.658], [-1.101, -0.141, 0.528], [1.026, 1.273, -0.919], [-0.790, 1.787, -0.567], [-3.773, -0.095, -0.826], [-2.354, 0.100, -1.523], [-3.309, 0.071, -1.656], [-0.905, 3.537, 2.355], [-0.418, 2.164, 1.982], [-0.935, 2.654, 2.763]],
  "charge": -1,
  "orbital_gap_ev": 7.568,
  "max_force_ev_per_a": 2.5,
  "e_tot_ev": -12007.995,
  "homo_energy_ev": -3.78
}

{
  "formula": "CH15NO5",
  "method": "ωB97M-V with the def2-TZVPD basis set",
  "species": ["C", "N", "H", "H", "H", "H", "H", "H", "H", "O", "H", "H", "O", "H", "H", "O", "H", "H", "O", "H", "H", "O"],
  "xyz": [[-0.922, -2.387, -3.045], [-1.334, -1.793, -1.753], [-0.289, -3.251, -2.856], [-0.450, -1.624, -3.655], [-1.819, -2.801, -3.513], [-2.313, -1.543, -1.724], [-0.999, -2.297, -0.951], [-1.147, 0.134, 7.104], [-1.372, 0.684, 5.681], [-0.811, 0.776, 6.433], [0.560, 1.372, -3.811], [-0.240, 1.266, -2.552], [-0.316, 1.161, -3.492], [1.823, 2.135, 2.094], [1.038, 3.339, 1.649], [0.973, 2.373, 1.680], [3.611, -0.286, 1.609], [2.553, -0.939, 0.681], [3.112, -0.155, 0.796], [-1.009, 0.932, 0.451], [0.041, 1.765, -0.398], [-0.690, 1.140, -0.428]],
  "charge": 0,
  "orbital_gap_ev": 8.710,
  "max_force_ev_per_a": 1.9,
  "e_tot_ev": -13007.205,
  "smiles": "CN.O.O.O.O.O",
  "homo_energy_ev": -8.36
}

{
  "formula": "C33H41CaN5",
  "method": "ωB97M-V with the def2-TZVPD basis set",
  "species": ["Ca", "N", "N", "C", "C", "C", "C", "H", "H", "H", "C", "C", "H", "H", "H", "C", "C", "H", "H", "H", "C", "H", "H", "H", "C", "H", "H", "H", "C", "H", "C", "H", "C", "H", "C", "H", "C", "C", "H", "C", "C", "H", "C", "H", "N", "C", "C", "C", "H", "C", "C", "H", "H", "H", "C", "H", "C", "C", "H", "H", "H", "C", "H", "H", "H", "C", "C", "C", "C", "N", "N", "C", "H", "H", "H", "H", "H", "H", "H", "H"],
  "xyz": [[-0.830, 0.042, -0.149], [-3.920, -2.278, 0.984], [-1.601, 2.269, -0.839], [1.317, -1.357, -1.378], [0.068, -1.518, -2.068], [-0.645, -2.576, -1.431], [-1.988, -3.093, -1.760], [-2.332, -2.760, -2.744], [-2.746, -2.712, -1.010], [-2.035, -4.184, -1.694], [0.135, -3.051, -0.346], [-0.205, -4.202, 0.520], [0.096, -5.179, 0.100], [-1.287, -4.245, 0.691], [0.295, -4.105, 1.491], [1.352, -2.316, -0.322], [2.479, -2.645, 0.581], [2.107, -2.692, 1.616], [3.271, -1.890, 0.534], [2.939, -3.627, 0.368], [-0.340, -0.810, -3.315], [0.089, -1.359, -4.172], [0.043, 0.225, -3.373], [-1.431, -0.782, -3.441], [2.437, -0.489, -1.836], [3.116, -0.212, -1.016], [2.061, 0.446, -2.281], [3.036, -0.995, -2.616], [-4.631, -2.493, 2.083], [-5.014, -3.531, 2.228], [-4.875, -1.455, 3.029], [-5.443, -1.674, 3.947], [-4.385, -0.179, 2.748], [-4.447, 0.622, 3.511], [-3.815, 0.143, 1.511], [-3.296, 1.108, 1.205], [-3.672, -1.020, 0.548], [-3.139, -1.146, -0.821], [-3.843, -0.717, -1.775], [-0.386, 2.563, -0.480], [-2.139, 3.185, -1.707], [-3.167, 2.871, -1.933], [-1.151, 4.040, -1.971], [-1.172, 4.948, -2.668], [0.039, 3.631, -1.205], [1.411, 3.526, -1.583], [1.678, 3.603, -2.948], [3.029, 3.692, -3.256], [3.335, 4.023, -4.279], [4.002, 3.462, -2.263], [5.435, 3.755, -2.565], [6.088, 3.101, -1.968], [5.648, 4.809, -2.308], [5.602, 3.609, -3.641], [3.623, 3.086, -0.950], [4.414, 2.930, -0.156], [2.290, 3.024, -0.612], [1.850, 2.530, 0.744], [0.871, 2.938, 1.054], [2.573, 2.833, 1.512], [1.777, 1.431, 0.849], [0.603, 3.547, -3.981], [-0.190, 4.275, -3.822], [0.113, 2.567, -4.097], [1.026, 3.804, -4.958], [-2.272, -2.580, 5.151], [-1.279, -1.928, 4.228], [-0.126, -1.307, 4.560], [0.471, -0.848, 3.404], [-0.331, -1.121, 2.337], [-1.368, -1.839, 2.883], [1.786, -0.144, 3.296], [-1.847, -2.450, 6.159], [-3.266, -2.113, 5.139], [-2.398, -3.655, 4.972], [0.239, -1.203, 5.613], [-2.087, -2.246, 2.278], [1.652, 0.941, 3.421], [2.447, -0.493, 4.108], [2.260, -0.360, 2.333]],
  "charge": -2,
  "orbital_gap_ev": [4.910, 1.295],
  "max_force_ev_per_a": 5.3,
  "e_tot_ev": -60768.484,
  "homo_energy_ev": [-0.89, 2.81]
}

{
  "formula": "C3H6N4O",
  "method": "ωB97M-V with the def2-TZVPD basis set",
  "species": ["C", "C", "C", "N", "N", "N", "N", "O", "H", "H", "H", "H", "H", "H"],
  "xyz": [[-1.103, -0.073, 1.424], [-2.034, -0.167, 0.345], [2.791, -0.560, 0.101], [-0.225, -1.276, -0.139], [2.047, 0.169, 0.978], [-0.036, -0.751, 0.953], [-3.244, 0.404, 0.205], [-1.526, -0.909, -0.620], [-1.051, 0.704, 2.164], [2.128, -1.348, -0.089], [2.917, 0.127, -0.731], [3.662, -0.974, 0.590], [-3.757, 1.126, 0.821], [-3.888, 0.028, -0.532]],
  "charge": 0,
  "orbital_gap_ev": [8.880, 8.809],
  "max_force_ev_per_a": 3.5,
  "e_tot_ev": -11209.393,
  "homo_energy_ev": [-8.40, -8.24]
}